(1)
Below is a single C4H10N2O2 molecule at a distorted geometry, with properties calculated with ωB97M-V/def2-TZVPD.

Each line ends with the Mulliken charge.
Atoms and positions in Å:
H -0.645277 0.635138 1.625508  0.2693
H -2.296738 0.053866 -2.642379  0.2209
H -1.255400 1.740802 -0.614136  0.3599
H -0.751170 -0.725242 -1.111712  0.4073
N -2.535973 0.986651 -2.183730  -0.5653
H 0.436041 -1.907730 0.721167  0.4205
C -1.409569 -0.410091 -0.257353  -0.6770
C -2.048499 1.045071 -0.796511  -0.4391
H -2.327988 -0.957049 -0.058577  0.2369
H -2.180852 1.627922 -2.848216  0.2289
C 0.555355 -0.945327 1.106487  -0.8165
H 3.235392 0.762213 1.248893  0.3400
O 2.257897 0.635245 1.236661  -0.4471
H -3.068077 1.125231 -0.258083  0.2313
H 0.884755 -1.171430 2.217426  0.3360
O 2.322552 -0.885923 -0.457734  -0.5215
C 1.855898 -0.470318 0.560584  0.6254
N -0.663081 -0.200124 1.013650  -0.2100

Cartesian forces (eV/Å) of the 6 atoms listed first:
-0.609 -0.574 -1.437
-0.517 1.475 1.019
-0.096 0.928 0.191
-0.601 -0.258 1.110
0.442 -2.997 -0.854
-0.490 -1.545 -0.901

Multiplicity: 1
Energy above the lowest of the compared OMol25 structures with the same formula, charge and spin, kJ/mol: 315.6
Charge: 0
Kohn-Sham gap, eV: 9.196
Total energy, hartree: -418.34076

(2)
Below is a molecular structure, C4H10N2O3 at a distorted geometry, with properties calculated with ωB97M-V/def2-TZVPD.

Each line ends with the Mulliken charge.
Atoms and positions in Å:
H -2.701235 -0.242431 -0.873427  0.2567
H 1.466606 -3.217025 -0.090920  0.3248
H 2.047969 -0.907611 0.609012  0.2925
C -0.999256 0.851657 -0.735091  0.7917
H -2.870019 1.227992 -0.011255  0.2324
N 1.093104 -1.181063 0.399876  -0.3229
H 1.085898 2.215613 -1.466753  0.2878
C 0.860078 -2.607355 0.583587  -0.8455
H 0.719902 3.575646 -0.356104  0.2818
C 0.670096 2.500089 -0.498465  -0.5687
O -0.703542 2.151718 -0.423571  -0.3461
H 0.811349 -0.840483 -0.540264  0.4088
H 1.226708 2.000875 0.300850  0.2436
O -0.292819 0.173209 -1.485357  -0.7556
H 1.075241 -2.877206 1.618188  0.3190
N -2.363920 0.687431 -0.692125  -0.4232
C -0.067482 -0.047592 1.342008  -0.1090
O -0.867525 -0.652035 1.934128  -0.3541
H -0.191154 -2.811430 0.385684  0.2861

Cartesian forces (eV/Å) of the 6 atoms listed first:
0.059 -0.015 0.064
-0.045 -0.064 0.092
-0.136 0.019 -0.068
-0.763 1.966 -3.390
0.002 -0.037 0.077
0.590 -0.923 -0.888

Multiplicity: 1
Energy above the lowest of the compared OMol25 structures with the same formula, charge and spin, kJ/mol: 210.9
Charge: 0
Kohn-Sham gap, eV: 9.156
Total energy, hartree: -493.60480

(3)
Below is 2 unconnected molecules or ions with the total composition C4H10N2O3P at a distorted geometry, with properties calculated with ωB97M-V/def2-TZVPD.

Each line ends with the Mulliken charge.
Atoms and positions in Å:
H -1.457327 -0.552854 -2.432919  0.2046
H -2.441108 -2.570574 2.637686  0.2818
P -0.352925 0.350358 -2.244551  0.3031
H -0.216088 -0.549663 0.068103  0.0162
O 1.204189 2.133002 0.910782  -0.5016
H -0.799726 1.595988 -2.799765  0.2219
H 2.026236 1.359681 -0.855084  0.2739
H 1.929880 0.173429 0.499180  0.3030
O 0.935514 -0.310410 -3.132386  -0.1627
C -0.399531 -2.021771 2.434030  0.4636
C 1.380924 1.038337 0.014032  -0.2696
H -1.572521 -2.356683 4.172022  0.3198
C -0.055690 0.470513 -0.406609  -0.3169
H -0.835030 1.166425 0.016514  0.4423
O 1.748630 1.600611 -3.544695  -0.1881
N 1.385694 0.621416 -4.093896  0.3026
H -2.049249 -0.937230 3.217073  0.2748
C -1.698925 -1.968054 3.161558  -0.8290
H 0.653378 2.826745 0.509724  0.2989
N 0.613676 -2.069264 1.869200  -0.4386

Cartesian forces (eV/Å) of the 6 atoms listed first:
0.820 0.515 -0.108
0.094 0.005 0.020
0.350 -1.341 0.987
0.151 1.055 -0.796
-0.001 -0.744 -0.235
0.638 -0.703 0.110

Multiplicity: 1
Energy above the lowest of the compared OMol25 structures with the same formula, charge and spin, kJ/mol: 392.0
Charge: +1
Kohn-Sham gap, eV: 8.959
Total energy, hartree: -834.57719

(4)
Below is 2 unconnected molecules or ions with the total composition C4H10N2O4S at a distorted geometry, with properties calculated with ωB97M-V/def2-TZVPD.

Each line ends with the Mulliken charge.
Atoms and positions in Å:
C 1.181868 -3.043633 1.210889  -1.1673
H 1.863133 -0.257284 -0.127812  0.4858
H 0.417986 -3.353217 1.920273  0.3997
O 2.117445 -1.087525 0.244047  -0.4649
S 0.664684 1.884534 -0.052733  1.1500
O 1.703744 1.224946 -0.803953  -0.7198
C -1.024555 1.368468 -0.551156  0.5729
H -0.578723 0.891003 -2.546743  0.3212
H -0.776660 -1.950212 0.634243  0.1773
H -2.153730 0.331462 -1.973654  0.3633
H -1.959555 2.104914 -2.300460  0.3159
O 0.280926 3.185523 -0.597745  -0.6630
N -0.176869 -1.190441 0.340971  -0.4781
H 1.250278 -3.865166 0.334715  0.2378
C -1.421569 1.131870 -1.931355  -1.1079
H -2.514120 2.064933 0.559145  0.2212
C 0.982311 -1.696846 0.556953  0.5919
H 1.991723 -2.919367 1.840395  0.3410
O 0.775931 1.898199 1.384233  -0.6607
H -1.006548 1.657066 1.299180  0.2603
N -1.617703 1.620775 0.560566  -0.1764

Cartesian forces (eV/Å) of the 6 atoms listed first:
-1.194 -1.376 -2.708
0.166 1.941 -1.061
-0.665 0.223 -0.474
-0.129 -2.216 1.086
0.547 1.706 -1.966
0.003 -0.383 0.015

Multiplicity: 1
Energy above the lowest of the compared OMol25 structures with the same formula, charge and spin, kJ/mol: 103.2
Charge: 0
Kohn-Sham gap, eV: 9.923
Total energy, hartree: -967.00924

(5)
Below is 2 unconnected molecules or ions with the total composition C4H10N2OS at a distorted geometry, with properties calculated with ωB97M-V/def2-TZVPD.

Each line ends with the Mulliken charge.
Atoms and positions in Å:
H -2.056855 2.258781 -0.707177  0.2629
S -0.204109 -0.041038 0.795434  0.6565
H 3.048398 1.340935 -0.063621  0.3001
C -2.158156 1.428286 0.096642  -0.7911
H 2.070204 -0.288269 -2.060900  0.3066
H -1.280813 -2.749323 0.929042  0.2128
H 0.433286 0.503781 -1.717980  0.2618
N -1.185269 0.492853 -0.279639  -0.2886
N -0.493120 -2.429138 1.448207  -0.5703
H 2.037845 -1.105195 0.409580  0.4435
H -2.018821 1.942689 1.127566  0.2967
H 1.273478 1.993826 -0.313249  0.1629
C 1.498599 0.251185 -1.404165  -0.5690
O 0.136678 0.794377 1.974493  -0.5649
C 2.016577 1.094749 -0.353772  -0.4701
H -0.627428 -2.538992 2.470154  0.2080
C 1.440590 -0.291329 0.009788  -0.1035
H -3.271842 1.137064 0.111108  0.2458

Cartesian forces (eV/Å) of the 6 atoms listed first:
-0.499 -1.041 1.342
1.087 -0.184 1.414
-0.513 -0.377 -0.596
-2.065 3.523 0.634
1.367 -1.089 -1.648
-1.116 -0.009 -0.174

Multiplicity: 1
Energy above the lowest of the compared OMol25 structures with the same formula, charge and spin, kJ/mol: 668.3
Charge: 0
Kohn-Sham gap (spin up / spin down), eV: 7.769 / 8.499
Total energy, hartree: -741.12347

(6)
Below is 2 unconnected molecules or ions with the total composition C4H10N2OS at a distorted geometry, with properties calculated with ωB97M-V/def2-TZVPD.

Each line ends with the Mulliken charge.
Atoms and positions in Å:
H 3.367355 -0.051736 0.476092  0.2225
H -0.853424 2.256604 1.852971  0.3762
H 3.051692 -1.845788 0.389964  0.2475
N 1.284535 -0.638830 0.714970  -0.5021
O -0.655022 3.392800 -1.088329  -0.5316
H 0.871363 -0.128154 1.538244  0.2506
C 2.733187 -0.903898 0.801347  -0.6630
H 1.071825 -0.089036 -0.047401  0.1906
S -2.172232 0.558908 1.157801  -0.0340
H -0.990928 0.761397 -1.702472  0.2692
C -2.887746 0.717688 -0.618229  -0.6322
N -1.415357 2.513909 -0.645375  0.2140
H 2.744908 -1.055191 1.922762  0.2793
C -1.064765 1.726715 0.918156  -0.3291
H -3.267822 -0.156943 -1.026389  0.4587
H -3.588511 1.503450 -0.409317  0.3179
C -1.771947 1.373234 -1.456786  -0.4737
H -2.131874 1.743775 -2.459054  0.3391

Cartesian forces (eV/Å) of the 6 atoms listed first:
-0.198 -0.614 0.288
0.447 0.513 -0.697
-0.126 -0.233 -0.616
-0.245 -0.703 1.779
-0.332 -0.159 0.008
1.092 -0.863 -1.188

Multiplicity: 1
Energy above the lowest of the compared OMol25 structures with the same formula, charge and spin, kJ/mol: 654.1
Charge: 0
Kohn-Sham gap (spin up / spin down), eV: 8.472 / 7.540
Total energy, hartree: -741.12886

(7)
Below is 2 unconnected molecules or ions with the total composition C4H10N2P at a distorted geometry, with properties calculated with ωB97M-V/def2-TZVPD.

Each line ends with the Mulliken charge.
Atoms and positions in Å:
N -0.838399 -1.061370 -0.449557  0.0104
H -1.957632 0.682391 0.019556  0.3964
H 0.009665 -0.510942 2.644225  0.2910
H -0.906191 2.368525 -3.380402  0.0995
P -0.275534 1.067261 -3.017086  -0.0539
H 0.403508 -2.656161 -0.410898  0.4351
H 2.015926 -1.541036 1.147263  0.3208
N 0.998464 -1.270320 1.016873  -0.1298
C -1.023949 0.219390 -0.100201  -0.6548
H 0.847203 1.797099 -3.075919  0.0557
H 0.727998 1.379802 0.201181  0.1871
H 1.471235 0.230743 2.286359  0.4067
C 0.575254 -0.097726 1.801156  -0.6368
C -0.021585 0.856875 0.836442  -0.1922
H -1.682509 -1.482369 -0.832981  0.2925
C 0.254492 -1.733286 0.065569  -0.2031
H -0.597945 1.751125 1.248420  0.3752

Cartesian forces (eV/Å) of the 6 atoms listed first:
0.706 -0.449 1.712
-1.518 -0.156 -0.832
-0.735 0.502 -0.426
0.043 -1.325 0.352
-2.152 0.629 -0.334
0.717 -1.169 -0.304

Multiplicity: 1
Energy above the lowest of the compared OMol25 structures with the same formula, charge and spin, kJ/mol: 281.3
Charge: +1
Kohn-Sham gap (spin up / spin down), eV: 7.476 / 7.409
Total energy, hartree: -608.89750

(8)
Below is a single C4H10N2S2 molecule at a distorted geometry, with properties calculated with ωB97M-V/def2-TZVPD.

Each line ends with the Mulliken charge.
Atoms and positions in Å:
C -0.190204 1.222102 -0.287980  -0.2243
N -0.007707 2.650906 -0.277111  -0.6270
H -1.422033 -1.586610 -1.002025  0.1690
H -3.288406 -0.099448 0.252976  0.2194
H -0.607897 3.129300 -0.942124  0.2716
H -0.364196 -0.983328 1.865438  0.3370
S -0.424143 -2.088770 -0.232868  -0.2297
N -2.508833 0.170925 -0.322500  -0.6029
H 1.052780 0.935442 1.452980  0.3405
H -0.145593 0.847035 -1.310916  0.4275
H 3.019969 0.894379 0.028285  0.1259
H -1.579711 1.041272 1.372124  0.2717
S 2.325596 -0.220824 -0.191026  -0.2047
C 0.792078 0.392473 0.555164  -0.3510
H -0.213872 3.030304 0.655469  0.2461
C -1.330677 0.510444 0.469493  -0.1736
H -2.799128 1.010113 -0.857513  0.2192
C -0.347759 -0.627980 0.840807  -0.2148

Cartesian forces (eV/Å) of the 6 atoms listed first:
0.184 -0.233 0.169
-0.314 0.288 0.497
0.222 -0.148 0.136
-0.224 -0.087 0.199
0.111 -0.104 0.078
-0.129 0.031 0.095

Multiplicity: 1
Energy above the lowest of the compared OMol25 structures with the same formula, charge and spin, kJ/mol: 76.1
Charge: 0
Kohn-Sham gap, eV: 9.279
Total energy, hartree: -1064.26824

(9)
Below is 2 unconnected molecules or ions with the total composition C4H10N3 at a distorted geometry, with properties calculated with ωB97M-V/def2-TZVPD.

Each line ends with the Mulliken charge.
Atoms and positions in Å:
H 1.408499 -1.183987 1.109950  0.3099
N -1.729534 -1.285534 -0.093165  -0.2765
H -0.914574 -1.856455 0.000756  0.2340
C -1.782138 0.045293 0.121629  0.3418
C 1.767814 -0.907266 0.070536  -0.5360
C 1.154640 0.448827 -0.501062  0.0652
N 0.128825 1.255332 -0.019683  -0.4109
H -3.762090 0.700194 -0.352120  0.2264
H 0.909349 0.217246 -1.590745  0.3703
H 2.042171 -1.741219 -0.591064  0.2798
H 3.419448 0.639539 -0.528380  0.2671
N -2.816775 0.835237 -0.010395  -0.3202
H 2.901215 0.936824 0.927503  0.2814
H -2.833769 1.823269 0.287419  0.2762
H -2.580424 -1.763737 0.104568  0.2733
C 2.573374 0.378451 0.081178  -0.6866
H 0.113966 1.457984 0.983069  0.3048

Cartesian forces (eV/Å) of the 6 atoms listed first:
0.433 0.205 -1.403
-1.093 2.479 0.498
0.740 0.348 0.095
2.689 0.486 -0.980
0.439 1.309 2.456
-0.964 -1.785 -1.932

Multiplicity: 1
Energy above the lowest of the compared OMol25 structures with the same formula, charge and spin, kJ/mol: 505.4
Charge: +1
Kohn-Sham gap (spin up / spin down), eV: 8.080 / 7.950
Total energy, hartree: -322.26807

(10)
Below is 2 unconnected molecules or ions with the total composition C4H10N3 at a distorted geometry, with properties calculated with ωB97M-V/def2-TZVPD.

Each line ends with the Mulliken charge.
Atoms and positions in Å:
N -2.766039 -0.059496 -0.014078  0.9084
H 0.336760 2.113653 0.122126  0.3706
H 1.918544 1.719296 -0.625167  0.3797
H 1.123411 -0.837063 -1.906958  0.3952
N -1.657618 -0.199530 -0.172287  -0.3509
H 1.095112 -1.284023 1.822108  0.3429
N -3.910774 0.049814 0.128859  -0.8858
H 0.367021 1.508719 -1.445117  0.3848
C 0.902647 1.367248 -0.429235  -1.2343
H -0.113617 0.245943 1.918325  0.2988
H -4.744547 -0.348491 -0.300590  0.3292
C 0.871848 -0.272760 1.474202  -0.9243
H 0.380468 -1.859327 -0.756173  0.3597
H 1.741893 0.293127 1.752439  0.3865
C 1.230553 -1.067596 -0.853700  -1.2569
C 0.891768 -0.016170 0.006493  1.1390
H 2.332563 -1.353345 -0.721247  0.3574

Cartesian forces (eV/Å) of the 6 atoms listed first:
1.357 -1.572 -1.679
0.445 -0.294 0.983
0.217 -0.227 0.157
0.284 0.589 -0.230
0.671 0.358 0.285
-0.695 -0.006 -0.381

Multiplicity: 1
Energy above the lowest of the compared OMol25 structures with the same formula, charge and spin, kJ/mol: 499.3
Charge: +1
Kohn-Sham gap, eV: 8.313
Total energy, hartree: -322.27042

Question: What is the formula in the eighth record?
Answer: C4H10N2S2